Computed, not measured: a structure of composition C3H6N2, with the ωB97M-V functional and the def2-TZVPD basis.

* strongest force on any atom: 5.53 eV/Å
* Kohn-Sham gap: 9.639 eV
* ΔE to the lowest compared entry with this formula, charge and spin: 111.9 kcal/mol
* lowest unoccupied orbital energy: 1.08 eV
* HOMO level: -8.6 eV

Each line ends with the Löwdin charge.
Geometry (Å):
C 0.317 -0.364 -0.561  -0.359
C 0.711 0.333 -1.620  0.050
C 0.400 -1.046 0.712  -0.128
N -0.729 -0.321 0.291  -0.193
N -0.942 0.833 1.127  0.042
H 0.284 1.060 -2.279  0.045
H 1.724 0.088 -1.945  0.049
H -0.140 -2.279 0.816  0.181
H 1.113 -0.629 1.532  0.131
H -1.935 0.722 1.475  0.102
H -0.803 1.601 0.453  0.079

Computed, not measured: an isolated molecule of C3H6N2, with the ωB97M-V functional and the def2-TZVPD basis.

* strongest force on any atom: 7.48 eV/Å
* SMILES string: C=NN1CC1
* Kohn-Sham gap: 9.562 eV
* ΔE to the lowest compared entry with this formula, charge and spin: 109.0 kcal/mol
* lowest unoccupied orbital energy: 0.99 eV
* HOMO level: -8.6 eV

Each line ends with the Löwdin charge.
Geometry (Å):
C -0.071 -0.485 1.769  -0.073
C 0.765 0.563 -1.039  -0.094
C -0.620 0.017 -1.057  -0.220
H -0.067 -0.586 2.872  0.067
H 0.172 -1.468 1.187  0.094
H 0.743 1.318 -1.993  0.144
H 1.601 -0.236 -0.716  0.140
H -1.260 0.219 -1.786  0.047
H -0.703 -1.012 -0.561  0.100
N -0.206 0.687 1.325  -0.057
N -0.354 0.983 -0.002  -0.147

Computed, not measured: an isolated molecule of C3H6N2, with the ωB97M-V functional and the def2-TZVPD basis.

* strongest force on any atom: 11.54 eV/Å
* SMILES string: CNCC#N
* Kohn-Sham gap: 9.875 eV
* ΔE to the lowest compared entry with this formula, charge and spin: 77.9 kcal/mol
* lowest unoccupied orbital energy: 0.44 eV
* HOMO level: -9.4 eV

Each line ends with the Löwdin charge.
Geometry (Å):
C 0.806 -0.551 0.782  -0.169
C -0.523 0.202 -1.113  -0.239
C -0.287 1.624 -0.526  -0.115
H 1.693 -0.465 0.302  0.040
H 0.518 0.182 1.671  0.117
H 1.037 -1.394 1.429  0.068
H -1.161 -1.074 0.605  0.147
H -1.409 -0.048 -1.805  0.143
H 0.294 -0.089 -1.719  0.074
N -0.353 -0.826 -0.063  -0.154
N -0.616 2.439 0.437  0.087